Record 1
Here is one molecule with the formula C3H2N2O2 from the Open Molecules 2025 dataset. Energies are from ωB97M-V/def2-TZVPD.

Summary:
* structure (SMILES): O=CC1=NC1N=O
* highest occupied orbital energy (spin up / spin down): -0.298 / -0.299 hartree
* Kohn-Sham gap (spin up / spin down): 6.356 / 6.378 eV
* energy above the lowest of the compared OMol25 structures with the same formula, charge and spin: 201.6 kcal/mol

XYZ file:
```
9
Properties=species:S:1:pos:R:3:forces:R:3
H -2.07610 1.22670 0.00578 -0.03 -0.04 -0.01
C 1.62617 0.23345 0.06718 0.26 -0.09 0.02
C -1.70690 0.17605 -0.05158 -0.24 -0.51 -0.04
O 0.35275 -1.93423 -0.09915 0.03 0.18 0.02
C -0.25407 0.36728 0.00520 -0.29 0.61 0.03
N 0.63518 1.23159 0.09395 -0.26 -0.41 -0.04
H 2.67644 0.50652 0.11907 -0.16 -0.11 -0.02
O -2.41004 -0.78573 -0.13710 0.39 0.50 0.04
N 1.22175 -1.00673 -0.02004 0.30 -0.11 -0.02
```
Forces are in eV/Å.

---

Record 2
Here is a 2-piece molecular cluster, C4H11N2O3 overall at a distorted geometry from the Open Molecules 2025 dataset. Energies are from ωB97M-V/def2-TZVPD.

Summary:
* total charge: +1
* highest occupied orbital energy (spin up / spin down): -0.454 / -0.455 hartree
* Kohn-Sham gap (spin up / spin down): 8.633 / 8.584 eV
* energy above the lowest of the compared OMol25 structures with the same formula, charge and spin: 135.2 kcal/mol

XYZ file:
```
20
Properties=species:S:1:pos:R:3:forces:R:3
H 3.00193 0.10138 0.58737 -0.38 0.37 -0.20
H 1.58025 1.36825 -1.83649 -2.35 0.13 0.78
C -0.48738 -1.02229 0.69203 -1.71 0.09 0.59
H -1.19211 2.08819 -0.14859 -0.02 -1.50 0.60
C 0.98388 1.00392 -0.11467 0.52 -0.96 -0.35
O 2.92550 -0.88705 0.30624 3.18 -0.04 1.69
H 0.00267 0.88315 1.69193 0.77 0.36 2.66
H 0.42654 -1.51259 0.71868 1.37 -1.20 0.37
H -0.82513 -0.78413 -1.46572 0.02 0.47 -0.08
H -1.05947 -1.38335 1.59626 0.42 0.62 -0.94
O 0.65941 1.25319 -1.38346 1.40 -0.11 -1.58
N -1.40899 1.15305 0.33326 -3.24 3.11 -2.86
O 2.04292 1.41656 0.30628 0.40 0.25 1.40
C -1.17081 -1.39469 -0.63698 -0.05 3.08 0.96
N 1.95369 -1.11549 -0.32833 -2.38 -0.32 -1.88
H -2.23518 -1.44035 -0.64127 -1.04 0.41 0.33
H -0.92800 -2.30090 -0.96794 1.34 -4.01 -0.84
H -2.19013 1.49716 0.98729 1.64 -1.36 -0.32
H -1.91540 0.60971 -0.46745 1.13 0.80 1.69
C -0.16419 0.46627 0.77157 -1.03 -0.19 -2.02
```
Forces are in eV/Å.

---

Record 3
Here is C22H22F6MgN5O2P as an isolated structure from the Open Molecules 2025 dataset. Energies are from ωB97M-V/def2-TZVPD.

Summary:
* total charge: +1
* highest occupied orbital energy (spin up / spin down): -0.389 / -0.421 hartree
* multiplicity: 2
* Kohn-Sham gap (spin up / spin down): 6.691 / 6.388 eV

XYZ file:
```
59
Properties=species:S:1:pos:R:3:forces:R:3
F -1.44499 -3.89190 1.34268 -0.01 -0.03 0.01
N 0.98364 0.39626 -0.33258 0.06 0.28 0.17
F -0.00382 -2.35749 0.39120 -0.04 -0.14 0.09
C 2.23729 0.00294 -0.45265 -0.06 -0.07 -0.01
H 2.39720 -1.00483 -0.81540 0.00 0.00 0.00
C -3.08332 -3.23208 -6.14938 0.06 -0.03 -0.06
H -5.21320 -1.86465 -4.00530 0.01 -0.01 0.00
C 1.73805 2.49653 0.55960 0.05 0.11 0.14
N 2.20221 4.59624 1.75993 0.43 -0.17 -0.04
H -2.03716 3.65733 0.62739 0.00 -0.01 0.00
C 1.33921 3.76305 1.13914 -0.18 0.09 0.13
F -0.72092 -0.78918 1.82598 0.04 -0.02 0.15
C 3.14913 3.14223 3.28619 0.26 0.37 -0.27
H 1.01132 2.87570 3.46745 -0.03 0.03 -0.03
F 0.07575 -2.78308 2.67886 0.06 0.02 0.03
N -1.20609 -1.06199 -2.31421 -0.12 -0.06 -0.08
C 2.38007 -0.97725 6.01295 0.09 0.05 -0.06
H 5.45833 1.16083 4.79549 0.00 0.00 0.00
H -2.85891 -2.52797 -6.95381 -0.01 0.01 0.01
H -1.07399 -3.01410 -5.34552 0.01 -0.01 -0.02
H -3.64463 -0.05326 -4.19078 -0.02 0.00 0.00
H 1.74875 -0.37117 6.66362 -0.01 -0.01 0.01
C 4.50136 1.54621 4.47242 0.01 0.10 -0.08
O 3.52859 -0.23491 5.59306 -0.09 0.02 -0.03
N -2.42293 -1.73868 -4.33904 0.06 0.12 0.12
F -2.18151 -2.27941 2.82137 0.00 0.01 0.04
H 3.88706 2.73182 0.64109 -0.01 0.01 0.00
H 2.76619 -1.82703 6.56445 0.00 -0.01 0.01
H -5.20370 -3.22062 -6.52022 0.02 0.00 -0.01
C -1.00085 3.34947 0.62650 -0.01 0.03 -0.13
C -3.51708 -0.89208 -4.87206 0.16 -0.08 0.04
C 3.31650 0.83213 -0.13329 -0.01 -0.05 -0.01
H -2.22053 -3.82994 -4.26524 0.01 -0.02 -0.01
H 4.32729 0.48058 -0.28150 -0.01 0.00 -0.01
C 0.72985 1.63527 0.14695 -0.23 -0.07 -0.17
F -2.20729 -1.85916 0.53356 -0.02 -0.21 0.16
C 4.40141 2.68875 3.71806 0.10 -0.07 0.05
C -0.70108 2.02682 0.19228 0.27 -0.07 0.14
P -1.09592 -2.41291 1.70724 -0.07 0.07 -0.25
C 3.33934 0.86364 4.85466 -0.02 -0.16 0.13
H 1.17489 0.86525 4.82248 -0.01 0.00 0.00
H -5.51254 -1.12804 -5.56175 0.00 -0.02 -0.01
H -3.19430 -0.48883 -5.83232 -0.03 -0.01 -0.02
H -2.91598 -4.22768 -6.56070 -0.02 0.00 0.00
C 1.99069 2.48892 3.71181 -0.09 -0.03 -0.02
C -2.10790 -3.03259 -5.00200 -0.09 0.12 0.10
C -1.78785 -1.37897 -3.26602 -0.04 -0.12 -0.15
C -0.00838 4.18566 1.04430 0.02 0.02 0.01
C 2.07817 1.35345 4.49038 0.06 0.07 -0.05
H -4.74752 -3.88821 -4.97491 0.00 0.01 0.01
Mg -0.85820 -0.64887 -0.34122 -0.05 0.00 -0.32
N 3.17496 4.30584 2.47986 -0.53 -0.28 0.22
C 3.06679 2.07639 0.38161 0.04 0.07 0.04
H -0.23786 5.18080 1.40398 0.00 -0.01 -0.01
C -4.52757 -3.08225 -5.67790 -0.03 0.00 0.03
H 1.81232 -1.32512 5.14867 -0.02 -0.02 0.01
C -4.78762 -1.71695 -4.99830 -0.04 0.02 -0.02
O -1.57670 1.19547 -0.14597 0.09 0.12 0.02
H 5.28399 3.24362 3.42687 -0.01 0.00 0.01
```
Forces are in eV/Å.

---

Record 4
Here is a 5-piece molecular cluster, C2H14O5 overall at a distorted geometry from the Open Molecules 2025 dataset. Energies are from ωB97M-V/def2-TZVPD.

Summary:
* structure (SMILES): CCO.O.O.O.O
* highest occupied orbital energy: -0.375 hartree
* Kohn-Sham gap: 10.922 eV
* energy above the lowest of the compared OMol25 structures with the same formula, charge and spin: 22.0 kcal/mol

XYZ file:
```
21
Properties=species:S:1:pos:R:3:forces:R:3
O 0.82773 0.61494 1.20592 -1.02 0.19 -0.06
H 1.66286 -1.96598 -0.76762 0.16 -0.07 -0.04
H -3.62055 -0.71937 -0.42397 1.18 -0.59 -0.87
H 3.36424 -0.54757 -2.70712 -0.02 0.23 0.29
C -2.63904 1.09894 0.30066 -0.26 0.48 -0.55
H 3.34761 1.20321 0.88993 -0.17 -0.21 -0.07
O 0.87550 -2.39213 -0.40862 -0.72 0.11 -0.13
O 2.68587 -0.63646 -2.03117 -0.35 -0.46 0.05
H -2.44714 1.61289 1.25984 0.12 -0.77 -0.19
H -3.47905 -0.63785 1.24163 0.13 0.27 -0.34
H 2.93457 2.47730 0.20098 0.01 -0.09 -0.17
C -2.88216 -0.42477 0.32608 -0.85 1.60 2.69
H 2.72903 0.10970 -1.42136 0.33 0.32 -0.05
H -1.22984 -1.59333 -0.04122 -0.12 0.23 -0.20
H -1.83861 1.35598 -0.39390 0.34 -0.24 0.07
H -3.46639 1.64995 -0.12899 -0.62 -0.07 -0.03
H 0.33076 1.26878 0.69570 0.59 0.32 -0.15
O 3.31761 1.61163 0.01766 0.16 0.22 0.03
H 0.05511 0.04850 1.37462 0.40 -0.60 0.20
O -1.64620 -1.03196 0.62770 0.32 -0.85 -0.52
H 1.11807 -3.10241 0.18325 0.38 -0.02 0.04
```
Forces are in eV/Å.

---

Record 5
Here is one molecule with the formula C3H13NO2Si2 at a distorted geometry from the Open Molecules 2025 dataset. Energies are from ωB97M-V/def2-TZVPD.

Summary:
* structure (SMILES): CN(C)O[Si@@H](C)O[SiH3]
* highest occupied orbital energy: -0.334 hartree
* Kohn-Sham gap: 9.912 eV
* energy above the lowest of the compared OMol25 structures with the same formula, charge and spin: 33.7 kcal/mol

XYZ file:
```
21
Properties=species:S:1:pos:R:3:forces:R:3
C 2.26149 -0.80986 -0.16521 -2.04 -1.03 -3.23
H -1.25608 -1.40514 -2.90046 0.05 -0.34 1.51
C 1.87108 1.54112 0.01598 -0.18 0.61 1.88
Si -0.71806 -0.03501 -0.91671 1.51 -1.44 0.02
H -0.01779 1.06631 -1.53648 -0.28 0.14 -1.09
H 1.13212 2.20627 0.46060 0.16 0.20 0.07
N 1.62412 0.21984 0.57868 -0.82 -0.26 -0.35
H -3.13548 1.15884 1.92750 0.36 -0.52 -0.61
Si -3.37048 0.48970 0.58688 -2.55 0.19 0.70
H 3.26095 -0.91016 0.07098 2.07 -0.49 0.76
H -4.15037 -0.85432 0.82117 0.97 1.06 -0.19
O -2.17532 0.37997 -0.47495 -0.67 0.39 0.45
H -1.73857 -2.32324 -1.43966 -0.32 -0.70 0.53
H 1.63140 -1.72770 -0.12109 1.10 0.37 0.80
C -0.97806 -1.68540 -1.81600 3.02 1.53 -2.84
H 0.08093 -2.15488 -2.01279 -2.11 0.32 0.75
O 0.21377 -0.16372 0.45610 0.00 0.63 0.63
H -4.29476 1.41790 -0.14238 -0.04 -0.27 0.35
H 2.87362 1.93035 0.22465 -0.09 -0.50 0.60
H 2.21811 -0.65268 -1.31848 0.15 0.33 1.32
H 1.79472 1.62410 -1.01780 -0.31 -0.22 -2.06
```
Forces are in eV/Å.

---

Record 6
Here is C54H43I2N10O7STb as an isolated structure at a distorted geometry from the Open Molecules 2025 dataset. Energies are from ωB97M-V/def2-TZVPD.

Summary:
* highest occupied orbital energy (spin up / spin down): -0.269 / -0.271 hartree
* multiplicity: 7
* Kohn-Sham gap (spin up / spin down): 4.836 / 4.905 eV
* energy above the lowest of the compared OMol25 structures with the same formula, charge and spin: 25.2 kcal/mol

XYZ file:
```
118
Properties=species:S:1:pos:R:3:forces:R:3
C 0.60459 -3.25762 -0.21452 -2.13 -0.37 1.10
C -0.23953 -4.10916 -0.97294 0.74 0.43 1.19
N -2.92649 2.04054 1.81671 -0.21 -0.90 0.26
C -5.71237 -1.59554 3.74803 -0.05 0.02 1.57
O 5.28437 6.28929 -3.08193 -0.74 0.40 0.49
N 1.33066 0.86542 1.90776 0.01 -0.40 1.00
N -1.75046 1.10416 -3.96964 1.39 -0.21 -0.49
N 2.78406 3.62536 -1.12299 -2.54 1.42 -0.68
Tb 1.20263 1.89974 -0.09008 0.74 -0.70 -0.38
H 4.20699 -3.99149 -2.19146 -0.25 0.38 0.42
H -1.94266 -5.39031 -0.93843 -0.24 0.11 -0.03
C -5.97123 -2.15304 2.50873 -0.34 -0.14 -0.28
H 2.76309 6.82121 -2.26852 -0.14 -0.49 -0.19
H -4.76731 -0.11127 4.93207 -0.22 0.55 -0.47
O 5.71001 1.95130 -0.84952 -1.46 -0.24 0.69
H 2.61436 -2.43092 -3.84972 -0.27 -0.55 -0.30
H 5.19883 0.06587 -3.37818 -0.58 -0.53 0.44
N -6.97040 -2.35026 -1.76770 1.26 0.97 -0.32
H 0.91777 2.74235 -3.24681 -0.86 -0.20 -0.50
C -6.11027 -0.56985 -5.65687 1.15 0.33 -1.14
N -1.18895 2.04908 0.51403 -0.21 0.81 0.63
H 6.63100 -1.23354 3.87598 0.61 0.07 0.34
O 0.30186 4.02315 -0.70750 0.10 0.95 -0.37
C -5.89317 -1.72183 -2.16817 -0.23 -0.83 2.01
N -0.30413 1.23470 -2.32320 -0.35 1.10 -0.16
C -1.38560 0.61746 -2.74262 0.58 0.87 -0.86
H -0.99673 -2.78858 5.48877 0.16 0.39 0.52
O -5.05046 -1.39091 -1.09034 -2.00 -0.85 0.35
C 0.01371 2.11746 -3.35301 0.73 -1.02 1.82
H -2.27131 -0.81246 6.56254 -0.64 -0.44 0.28
C 6.40356 -0.81970 -1.86497 -1.58 0.62 -2.01
C -1.53376 -0.66737 5.80783 0.08 -0.05 -1.15
H -7.46580 -1.60652 -4.34567 -0.63 -0.27 0.02
H -1.41087 -2.97689 2.59550 0.72 -0.02 -0.97
H -2.60937 1.38031 -5.78432 -0.22 0.13 -0.23
C 3.11291 5.79305 -2.14477 -0.43 -1.22 0.78
C 0.37136 -1.42848 4.52491 -0.41 -0.76 -0.34
C 3.40317 -0.55329 4.64554 -0.02 0.33 -1.67
H 5.07895 -1.08317 5.87118 -0.15 0.10 -0.97
I -0.67663 4.43490 3.68813 1.61 0.29 -0.88
O 1.60342 -0.16933 -1.20265 0.05 -3.26 -1.69
C -4.82027 0.00664 -5.81023 -0.74 -0.99 0.46
H 2.56354 -2.44406 0.00290 0.06 0.18 -0.59
C -5.40176 -1.58470 1.39106 0.37 1.55 -0.40
H -2.83232 -4.51744 1.19634 1.17 0.59 -0.11
S 1.49044 -1.53270 -2.03994 1.10 3.08 2.40
N -3.09492 3.13069 1.02003 0.24 -0.21 0.40
C 1.62637 0.22678 2.97088 -1.78 0.03 -0.57
H 1.14340 -2.20346 4.38336 -0.60 0.31 -0.37
C -1.84512 -4.12777 0.82977 0.05 -1.02 0.12
H 5.93369 -3.84169 -0.42295 0.29 0.25 -0.49
C 2.92722 -1.63873 -3.18919 0.69 0.27 -0.39
C -0.34800 0.84024 4.39073 0.10 1.39 -0.37
C -5.03254 -0.39536 3.91237 0.62 -0.04 -1.90
C 3.84133 -0.30109 2.24145 1.85 -0.20 0.07
H -4.57282 0.38191 -6.80327 0.06 0.32 0.41
C 4.90427 4.16721 -2.07509 -0.20 0.46 0.11
H -1.75289 3.86963 -0.44064 -0.20 0.07 0.10
H -6.08028 -2.10324 4.66910 0.28 0.37 -0.89
C 5.27636 -0.82300 -2.73078 0.49 0.22 0.94
C 2.97636 -0.24799 3.30970 0.12 -0.15 0.94
C 4.33826 -1.86245 -2.67088 -0.08 0.72 -0.06
H 0.03699 -4.36697 -1.98368 0.18 -0.25 -0.11
H 5.97149 -0.56582 1.76696 -0.14 0.01 -0.88
C 4.74045 -0.85965 4.83285 -0.13 -0.44 1.51
C -1.01358 -3.27886 1.59457 -2.09 -0.58 0.26
C 4.46488 2.13228 -0.75394 2.86 -3.31 0.07
I 1.93966 4.20550 2.51841 -1.62 0.13 0.77
C -1.36187 0.63869 5.31013 0.82 -1.41 -0.18
C 4.42988 5.41551 -2.45656 0.01 0.63 -0.13
H -6.66440 -2.97708 2.43235 0.12 -0.19 -0.15
H -1.88965 -0.14823 -2.18996 -0.20 -0.07 0.05
C -2.01388 3.13142 0.29771 0.17 -0.46 -0.80
C -6.49436 -1.21631 -4.52249 1.80 0.42 1.46
C 4.70018 -3.03782 -1.99599 1.18 0.26 0.75
C -1.38622 -4.63653 -0.40037 -0.37 0.96 0.33
C -5.51439 -1.28266 -3.50528 -0.11 0.06 0.31
H -1.89520 -0.21628 -5.65503 0.22 0.11 0.25
H 4.87808 7.18723 -3.06814 0.40 -0.96 -0.12
C 2.29259 4.82212 -1.51111 2.30 1.01 -0.73
H 6.97832 0.07913 -1.92362 0.57 0.15 0.36
C 0.18971 -2.85387 1.08058 0.76 0.49 -0.39
H -3.49005 -1.00185 -2.83227 -0.68 0.28 -0.63
H 3.56139 -0.07946 1.22296 -0.30 0.14 0.18
C 5.18813 -0.58070 2.49627 -0.11 -0.27 0.21
C 1.88272 -2.81562 -0.77294 -0.09 0.66 -0.47
H 0.77722 -2.13647 1.68669 -0.08 -0.58 -0.58
H -6.78153 -0.57568 -6.49608 -0.17 0.30 -0.27
N -0.77779 2.02559 -4.35493 -1.45 -0.15 -0.90
C 5.80105 -2.99459 -1.10643 -0.98 -0.27 -0.44
C -1.76322 1.41388 1.51667 -0.75 -0.61 0.11
C -5.81953 -1.85860 0.01764 0.45 -0.36 -1.93
N -6.91273 -2.40191 -0.38159 0.09 -0.20 0.14
C -3.85321 -0.08669 -4.78661 -0.42 0.31 -1.43
C -3.99876 1.72712 2.78478 0.85 -0.35 0.50
H -1.36932 0.47877 1.96197 -0.50 0.94 -0.16
C 5.62319 -0.90271 3.76157 -0.61 0.10 0.21
C 4.01407 3.33698 -1.40846 0.94 1.12 -0.12
H 2.27005 -3.64869 -1.32025 0.71 -0.33 -0.30
H 2.68738 -0.55838 5.46305 0.22 0.18 -0.10
O 0.45451 6.24832 -1.27227 -0.04 -1.15 0.15
C -4.20624 -0.80465 -3.65046 0.20 0.13 0.31
C -2.49662 0.53185 -5.12902 -0.27 -0.38 1.44
C -4.64007 -0.38992 1.50324 -0.28 -0.55 -0.27
C 6.60523 -1.85108 -1.01160 -0.56 -1.32 0.02
H -1.98352 1.47481 5.57646 -0.11 0.09 0.51
H 2.86982 -0.71213 -3.78698 -0.06 -0.24 0.37
C 0.51411 -0.16723 3.95684 0.62 0.68 0.51
H -0.16455 1.89266 4.07670 -0.11 -1.28 -0.10
H -4.18407 -0.06345 0.55429 -0.31 0.47 0.82
C -4.56316 0.27741 2.70789 0.42 0.46 1.42
C -0.76650 -1.73915 5.29680 0.41 1.16 0.34
H -3.59599 1.92357 3.80287 -0.28 -0.27 -0.51
H 7.40877 -1.83356 -0.32766 0.71 0.03 0.77
O 3.60250 1.32564 -0.24566 0.33 1.53 -0.41
C 0.88901 5.10298 -1.15059 -1.06 -0.12 0.59
H -4.72509 2.52946 2.58326 -0.11 -0.66 0.06
H 5.95400 3.89837 -2.09940 -0.24 -0.05 -0.30
```
Forces are in eV/Å.

---

E: -375.19031; -493.81480; -2416.54209; -460.77045; -906.31980; -4975.85398 (hartree)